# 1
ORCA calculation (ωB97M-V/def2-TZVPD) on a molecular structure, C30H32N9NaS.

## Properties
Lowest unoccupied orbital energy, eV: -0.89
Strongest force on any atom, eV/Å: 0.32
Highest occupied orbital energy, eV: -6.8879
Energy above the lowest of the compared OMol25 structures with the same formula, charge and spin, kcal/mol: 0.00
HOMO-LUMO gap, eV: 6.00

Element x y z (Å)
Na 0.7313 -0.5231 0.6982
N -2.7998 -0.5083 3.6725
C -1.9085 -0.8517 2.6961
S -0.2937 -1.1380 3.1981
N -2.4602 -0.8551 1.4872
N -1.6013 -1.0573 0.4701
C -2.0859 -1.0643 -0.7227
C -3.5331 -0.9190 -1.0529
C -3.9485 0.0303 -1.9832
C -5.2921 0.1753 -2.2993
C -6.2374 -0.6407 -1.6974
C -5.8321 -1.5989 -0.7767
C -4.4919 -1.7333 -0.4520
C -1.1258 -1.2165 -1.8455
C -1.5447 -1.7524 -3.0672
C -0.6345 -1.8970 -4.0967
C 0.6790 -1.5032 -3.8933
C 1.0126 -0.9871 -2.6529
N 0.1477 -0.8382 -1.6538
H -2.5241 -0.6720 4.6233
H -3.7765 -0.5275 3.4278
H -3.2124 0.6624 -2.4673
H -5.5987 0.9254 -3.0174
H -7.2858 -0.5330 -1.9445
H -6.5661 -2.2399 -0.3049
H -4.1756 -2.4620 0.2811
H -2.5748 -2.0560 -3.1905
H -0.9457 -2.3163 -5.0449
H 1.4278 -1.5911 -4.6681
H 2.0318 -0.6727 -2.4481
C 6.1554 2.2724 0.6322
C 6.5512 1.0198 0.1742
C 5.6623 -0.0398 0.1719
C 4.3610 0.1616 0.6289
C 3.9602 1.4139 1.0743
C 4.8601 2.4684 1.0850
N 3.3648 -0.8595 0.6534
N 3.8209 -2.0073 0.5654
C 2.8539 -3.0546 0.5856
C 3.3579 -4.3462 0.6601
C 2.4516 -5.3928 0.7092
C 1.0968 -5.1058 0.6805
C 0.6985 -3.7776 0.5970
N 1.5617 -2.7721 0.5426
H 6.8599 3.0939 0.6306
H 7.5614 0.8732 -0.1852
H 5.9581 -1.0160 -0.1846
H 2.9478 1.5452 1.4321
H 4.5477 3.4400 1.4445
H 4.4277 -4.4964 0.6869
H 2.7973 -6.4160 0.7746
H 0.3535 -5.8892 0.7258
H -0.3490 -3.4963 0.5862
C -1.7793 2.1723 0.3602
C -2.0340 3.6945 0.5346
N -0.7764 4.3950 0.8173
C 0.1660 4.1421 -0.2685
C 0.4293 2.6195 -0.4033
N -0.3591 1.8775 0.5882
C -0.0053 2.3361 1.9426
C -0.2104 3.8672 2.0585
H -2.0269 1.8445 -0.6516
H -2.3700 1.5664 1.0466
H -2.7206 3.8889 1.3607
H -2.4721 4.1314 -0.3653
H 1.0869 4.6889 -0.0539
H -0.2537 4.5549 -1.1886
H 1.4890 2.3800 -0.2641
H 0.1451 2.2531 -1.3926
H 1.0256 2.0530 2.1669
H -0.6261 1.7772 2.6433
H 0.7345 4.3847 2.2420
H -0.8844 4.1151 2.8806

***

# 2
ORCA calculation (ωB97M-V/def2-TZVPD) on a molecular structure, C30H32O3PPtSTe.

## Properties
Lowest unoccupied orbital energy (spin up / spin down), eV: -4.66 / -5.27
Strongest force on any atom, eV/Å: 3.07
Highest occupied orbital energy (spin up / spin down), eV: -10.6561 / -10.6531
Energy above the lowest of the compared OMol25 structures with the same formula, charge and spin, kcal/mol: 61.52
Net charge: +1
HOMO-LUMO gap (spin up / spin down), eV: 6.00 / 5.39

Element x y z (Å)
Pt 0.2215 1.5415 0.2136
O 1.3772 -0.2659 3.6202
C 1.5432 0.6528 2.8485
O 0.7189 1.4506 2.3602
C 3.0750 0.9231 2.4742
P 3.4678 1.3573 0.7502
C 2.3401 2.7233 0.2706
C 2.1710 3.8246 1.1321
C 1.6495 5.0120 0.6645
C 1.3438 5.1639 -0.6860
C 1.4855 4.0958 -1.5500
C 1.9437 2.8640 -1.0853
C 2.9198 -0.0348 -0.3054
C 3.4177 -0.0831 -1.6112
C 3.1182 -1.1519 -2.4338
C 2.3404 -2.1938 -1.9523
C 1.8738 -2.1688 -0.6489
C 2.1614 -1.0968 0.1803
H 3.6529 0.0340 2.7383
H 3.4028 1.7436 3.1206
H 2.4704 3.7385 2.1663
H 1.5289 5.8467 1.3392
H 1.0153 6.1219 -1.0593
H 1.2719 4.2132 -2.6015
H 2.1686 2.0799 -1.8003
H 4.0631 0.7085 -1.9676
H 3.5055 -1.1836 -3.4416
H 2.1187 -3.0380 -2.5874
H 1.2955 -2.9943 -0.2589
H 1.8271 -1.1218 1.2041
O -0.6151 -0.5866 0.7199
S -1.9976 -0.9748 1.1228
C -1.8394 -2.2561 2.4644
C -0.7982 -3.2814 2.1936
C 0.5148 -3.0488 2.5875
C 1.5018 -3.9827 2.3297
C 1.1851 -5.1659 1.6818
C -0.1247 -5.4135 1.3018
C -1.1125 -4.4759 1.5514
C -2.5171 -2.0948 -0.2642
C -2.5623 -1.2723 -1.5057
C -1.4264 -1.1189 -2.2945
C -1.4787 -0.3457 -3.4441
C -2.6581 0.2842 -3.8109
C -3.7865 0.1568 -3.0143
C -3.7358 -0.6134 -1.8653
H -2.8370 -2.6809 2.5647
H -1.5992 -1.6732 3.3514
H 0.7591 -2.1416 3.1155
H 2.5137 -3.7875 2.6529
H 1.9516 -5.9003 1.4877
H -0.3810 -6.3440 0.8178
H -2.1385 -4.6891 1.2825
H -3.4947 -2.4955 -0.0050
H -1.7698 -2.8833 -0.3213
H -0.5118 -1.6283 -2.0231
H -0.6043 -0.2626 -4.0710
H -2.7066 0.8594 -4.7223
H -4.7102 0.6393 -3.2975
H -4.6233 -0.7426 -1.2611
C -1.8826 4.4082 -0.5395
Te -1.9159 2.3172 -1.0654
C -3.4172 2.0644 0.4553
H -2.8979 4.7860 -0.6229
H -1.2406 4.9515 -1.2199
H -1.5259 4.5292 0.4790
H -4.2775 2.6612 0.1694
H -3.0207 2.4169 1.4017
H -3.7082 1.0263 0.5260

***

# 3
ORCA calculation (ωB97M-V/def2-TZVPD) on a molecular structure, C30H33AgN3.

## Properties
Lowest unoccupied orbital energy, eV: 2.67
Strongest force on any atom, eV/Å: 1.94
Highest occupied orbital energy, eV: -3.1700
Net charge: -1
HOMO-LUMO gap, eV: 5.84

Element x y z (Å)
Ag -0.6544 -0.4037 -1.6436
C 5.0366 0.8481 -3.3257
C 4.4652 2.0916 -3.0848
C 3.0889 2.2184 -2.9463
C 2.2726 1.0951 -3.0384
C 2.8433 -0.1498 -3.2610
C 4.2176 -0.2707 -3.4175
N 0.8728 1.1482 -2.7819
N 0.3082 2.1227 -3.2290
C -1.0968 2.1977 -2.9883
C -1.6452 3.4668 -3.2075
C -3.0030 3.6608 -3.0642
C -3.8029 2.5770 -2.6997
C -3.2318 1.3332 -2.4525
C -1.8643 1.0804 -2.6240
H 6.1096 0.7505 -3.4344
H 5.0959 2.9687 -2.9918
H 2.6262 3.1769 -2.7464
H 2.1935 -1.0165 -3.3099
H 4.6516 -1.2463 -3.5979
H -0.9826 4.2928 -3.4500
H -3.4385 4.6410 -3.2189
H -4.8788 2.7061 -2.6181
H -3.8835 0.5263 -2.1291
C -5.3645 -1.9238 -0.5697
C -4.3268 -1.6814 0.5015
C -4.7100 -1.6240 1.8498
C -3.7390 -1.3580 2.8015
C -4.1134 -1.2887 4.2631
C -2.4081 -1.1418 2.4419
C -1.9624 -1.1746 1.0844
C -3.0127 -1.4813 0.1505
N -0.7372 -0.9640 0.5372
C 0.5760 -0.7535 1.1748
C 1.0459 0.7113 0.9967
C 2.4989 0.9192 1.4523
C 3.4313 0.0144 0.6372
C 3.0236 -1.4503 0.8389
C 3.1466 -1.8106 2.3216
C 2.2189 -0.9020 3.1300
C 2.6275 0.5615 2.9366
C 0.7589 -1.0780 2.6770
C 1.5700 -1.6504 0.4027
H -6.1871 -2.5357 -0.1912
H -4.9295 -2.4240 -1.4382
H -5.7901 -0.9762 -0.9154
H -5.7461 -1.7857 2.1400
H -5.1886 -1.4175 4.4000
H -3.8304 -0.3250 4.6936
H -3.6037 -2.0653 4.8396
H -1.7342 -0.9383 3.2486
H -2.7301 -1.5392 -0.8930
H 0.3665 1.3675 1.5547
H 0.9581 0.9870 -0.0568
H 2.7788 1.9657 1.2934
H 4.4666 0.1563 0.9695
H 3.3875 0.2824 -0.4252
H 3.6773 -2.0976 0.2467
H 4.1838 -1.6918 2.6591
H 2.8663 -2.8580 2.4774
H 2.2923 -1.1618 4.1903
H 3.6551 0.7230 3.2865
H 1.9722 1.2076 3.5312
H 0.1565 -0.3947 3.2689
H 0.4217 -2.0997 2.8816
H 1.2671 -2.6958 0.5365
H 1.4661 -1.4228 -0.6651

***

# 4
ORCA calculation (ωB97M-V/def2-TZVPD) on a molecular structure, C30H33Br2LaN2O2.

## Properties
Lowest unoccupied orbital energy, eV: -0.60
Strongest force on any atom, eV/Å: 4.47
Highest occupied orbital energy, eV: -7.0831
Energy above the lowest of the compared OMol25 structures with the same formula, charge and spin, kcal/mol: 0.00
HOMO-LUMO gap, eV: 6.48

Element x y z (Å)
La 0.9231 0.3506 -0.4619
C 4.7261 0.3189 -0.5006
C 4.0921 0.5499 -1.9043
C 5.0405 0.7264 -2.9756
C 4.5518 0.8217 -4.2848
C 3.1385 0.9764 -4.5682
C 2.6051 1.3054 -5.8281
Br 3.7247 1.2342 -7.3465
C 1.2722 1.6821 -5.9941
C 0.3593 1.4906 -4.9636
Br -1.4411 1.7361 -5.2659
C 0.8860 0.9693 -3.6956
O 0.0324 0.9099 -2.7072
C 2.2834 0.7968 -3.4897
N 2.7619 0.5690 -2.1856
H 5.2433 -0.6549 -0.5347
H 3.9581 0.2052 0.2227
H 5.4319 1.0950 -0.2813
H 6.0834 0.7358 -2.8681
H 5.3078 0.7323 -5.0978
H 0.9382 2.1234 -6.9838
C 2.8408 2.4438 1.9054
C 1.8996 1.7983 1.0234
O 0.6663 1.8893 1.2447
H 2.2527 3.0820 2.6109
H 3.4985 3.0273 1.2683
H 3.5705 1.8181 2.4419
C 3.4427 -2.5201 1.6750
C 2.0064 -2.1459 2.0414
C 1.5973 -2.0152 3.3684
C 0.2797 -1.7072 3.7200
C -0.0343 -1.5892 5.2142
C -0.6607 -1.5288 2.6773
C -0.3365 -1.5810 1.2505
C 1.0266 -2.1193 0.9938
N -0.9742 -1.1128 0.1738
C -2.3054 -0.5635 0.3961
C -2.8112 -0.2753 -1.0578
C -4.2631 0.2190 -0.9446
C -5.2508 -0.7895 -0.2685
C -4.6988 -0.9633 1.1929
C -4.6343 0.3874 1.9623
C -3.6878 1.3749 1.1910
C -4.2585 1.5718 -0.1864
C -2.2989 0.7630 1.1535
C -3.2854 -1.5762 1.0846
H 3.9133 -3.3760 2.1751
H 4.0994 -1.6792 1.9167
H 3.5221 -2.6314 0.6008
H 2.3178 -2.0079 4.1647
H 0.5812 -2.1458 5.8240
H -1.0969 -1.8010 5.3699
H 0.0453 -0.5480 5.6317
H -1.5995 -1.1258 3.0098
H 1.3252 -2.6646 0.0934
H -2.7252 -1.1675 -1.7507
H -2.1446 0.4335 -1.5711
H -4.7067 0.4554 -1.9100
H -5.3059 -1.7471 -0.7772
H -6.2876 -0.3354 -0.2815
H -5.4117 -1.6233 1.7066
H -4.1740 0.2294 2.9792
H -5.6441 0.7879 2.1866
H -3.5512 2.3931 1.6819
H -3.6111 2.2881 -0.7657
H -5.2877 1.9179 -0.1638
H -1.9259 0.5985 2.1740
H -1.5767 1.4404 0.7533
H -3.2884 -2.4419 0.4213
H -2.9669 -1.8114 2.1135